# 1
C29H56As3HfN3O4S2 | ωB97M-V/def2-TZVPD

Each line ends with the Mulliken charge.
Cartesian coordinates (Å):
Hf: -0.045 0.994 0.915  0.710
C: -0.257 4.080 3.605  -1.493
As: 0.833 2.484 3.172  1.073
C: 2.602 3.299 2.908  -1.402
C: 0.897 1.677 4.982  -2.190
C: 1.603 0.332 5.291  2.825
C: 2.002 0.376 6.772  -1.934
C: 0.526 -0.707 5.067  -1.807
As: -0.178 -0.765 3.178  0.829
C: -2.062 -0.847 3.554  -1.265
C: 0.192 -2.709 3.075  -1.230
C: 2.767 0.184 4.327  -1.445
As: 4.415 -0.688 4.937  0.238
C: 3.802 -2.623 5.126  -1.143
C: 5.194 -0.758 3.189  -0.760
H: -1.276 3.997 3.545  0.391
H: 0.137 4.990 3.158  0.434
H: 0.036 4.234 4.626  0.575
H: 3.057 3.510 3.909  0.383
H: 2.430 4.254 2.434  0.549
H: 3.071 2.601 2.279  0.460
H: -0.076 1.743 5.484  0.443
H: 1.541 2.444 5.471  0.656
H: 1.200 0.599 7.473  0.438
H: 2.787 1.102 7.103  0.379
H: 2.357 -0.638 7.053  0.496
H: -0.272 -0.590 5.764  0.839
H: 1.083 -1.672 5.205  0.124
H: -2.218 -1.581 4.367  0.542
H: -2.507 -1.216 2.640  0.352
H: -2.448 0.166 3.755  0.319
H: -0.479 -3.174 3.819  0.432
H: 1.236 -2.964 3.246  0.310
H: -0.044 -3.129 2.064  0.337
H: 3.096 1.146 3.909  0.549
H: 2.614 -0.407 3.439  -0.034
H: 4.177 -3.274 4.300  0.366
H: 2.763 -2.823 5.246  0.394
H: 4.397 -2.990 5.971  0.374
H: 6.013 -0.021 3.067  0.351
H: 4.466 -0.393 2.421  0.059
H: 5.562 -1.724 2.986  0.381
C: -5.917 0.898 -4.147  -1.471
C: -5.029 1.368 -3.068  0.929
C: -4.982 0.702 -1.843  -0.267
C: -4.212 0.966 -0.783  -0.266
C: -3.351 2.069 -0.931  -0.131
C: -3.399 2.779 -2.110  -0.447
C: -4.040 2.305 -3.285  -1.342
S: -2.223 2.660 0.298  1.097
O: -2.604 3.955 0.750  -0.668
O: -2.066 1.611 1.362  -0.386
N: -0.713 2.501 -0.264  0.131
C: 0.111 2.897 -1.421  -0.035
C: 1.398 2.053 -1.356  0.163
O: 1.535 1.472 -0.118  -0.653
O: 2.167 1.958 -2.215  -0.530
H: -5.878 -0.163 -4.113  0.418
H: -5.522 1.276 -5.104  0.357
H: -6.930 1.194 -3.978  0.389
H: -5.626 -0.147 -1.642  0.353
H: -4.125 0.324 0.105  0.384
H: -2.860 3.694 -2.215  0.607
H: -3.897 2.673 -4.268  0.529
H: 0.419 3.963 -1.372  0.440
H: -0.290 2.746 -2.458  0.213
C: -2.387 -2.932 -6.696  -1.272
C: -1.624 -1.663 -6.228  -0.247
C: -1.795 -1.574 -4.700  -0.259
C: -1.461 -0.225 -4.091  -1.063
N: -1.434 -0.316 -2.648  0.769
C: -0.531 -0.934 -1.870  0.569
S: -0.765 -1.152 -0.169  -0.735
N: 0.508 -1.443 -2.460  0.662
C: 1.372 -2.528 -2.036  -0.660
C: 2.773 -2.393 -2.611  -0.510
C: 2.869 -2.393 -4.135  -0.487
C: 2.504 -1.072 -4.823  -0.748
H: -2.572 -3.003 -7.757  0.395
H: -3.389 -2.981 -6.258  0.327
H: -1.885 -3.904 -6.327  0.283
H: -1.969 -0.697 -6.711  0.350
H: -0.574 -1.761 -6.475  0.186
H: -1.236 -2.379 -4.212  0.350
H: -2.808 -1.806 -4.383  0.529
H: -2.315 0.468 -4.321  0.190
H: -0.625 0.296 -4.522  0.138
H: -2.204 0.055 -2.136  -0.302
H: 0.488 -1.366 -3.516  -0.549
H: 0.788 -3.471 -2.322  0.311
H: 1.374 -2.498 -0.927  0.247
H: 3.462 -3.194 -2.176  0.362
H: 3.120 -1.398 -2.181  0.187
H: 2.263 -3.218 -4.540  0.253
H: 3.949 -2.586 -4.384  0.330
H: 1.450 -0.993 -5.128  0.030
H: 3.016 -0.976 -5.767  0.416
H: 2.680 -0.238 -4.146  0.229

- total energy (eV) = -249122.497
- HOMO level (eV) = -12.7
- total charge = +2
- LUMO (eV) = -5.456

=====

# 2
C29H56AsN11P2Si3V | ωB97M-V/def2-TZVPD

Each line ends with the Löwdin spin population.
Cartesian coordinates (Å):
V: 0.149 -0.693 0.436  1.992
N: 0.623 -3.402 2.404  -0.007
C: -0.563 -2.722 2.526  0.010
N: -1.546 -3.063 3.321  0.005
N: -2.478 -2.094 3.127  0.011
N: -2.076 -1.231 2.260  0.012
N: -0.822 -1.600 1.848  -0.001
C: 1.659 -2.918 1.667  -0.001
N: 2.803 -3.515 1.503  0.007
N: 3.521 -2.666 0.700  -0.006
N: 2.859 -1.624 0.402  0.019
N: 1.607 -1.730 0.998  -0.014
H: 0.776 -4.219 2.974  0.000
C: 3.096 -0.183 -2.226  0.000
P: 1.339 0.012 -1.808  0.009
C: 0.589 -0.991 -3.172  0.000
N: 1.062 -0.788 -4.375  -0.001
C: 0.462 -1.412 -5.416  0.000
C: 0.945 -1.202 -6.733  0.000
C: 0.307 -1.797 -7.776  0.000
C: -0.827 -2.632 -7.559  0.000
C: -1.296 -2.860 -6.302  0.000
C: -0.651 -2.249 -5.199  0.000
N: -1.085 -2.503 -3.940  -0.001
C: -0.479 -1.906 -2.948  0.000
P: -0.862 -2.422 -1.216  -0.018
C: 0.166 -3.925 -1.123  -0.002
C: -2.650 -2.951 -1.168  -0.003
C: -3.109 -3.812 -2.351  -0.001
C: -2.853 -3.786 0.099  0.000
C: -3.471 -1.655 -1.108  0.000
C: 0.876 1.733 -2.366  0.004
C: 1.217 2.088 -3.816  0.000
C: -0.639 1.849 -2.163  0.004
C: 1.661 2.674 -1.455  0.002
H: 3.214 0.017 -3.288  0.000
H: 3.403 -1.199 -1.997  0.000
H: 3.712 0.487 -1.629  0.000
H: 1.812 -0.565 -6.873  0.000
H: 0.661 -1.638 -8.787  0.000
H: -1.314 -3.094 -8.409  0.000
H: -2.144 -3.506 -6.115  0.000
H: -0.080 -4.573 -1.963  -0.001
H: -0.010 -4.455 -0.188  0.000
H: 1.221 -3.656 -1.174  0.000
H: -2.442 -4.656 -2.540  0.000
H: -3.214 -3.250 -3.273  0.000
H: -4.085 -4.221 -2.071  0.000
H: -2.414 -4.780 -0.006  0.000
H: -3.927 -3.915 0.256  0.000
H: -2.460 -3.326 0.990  0.000
H: -3.273 -1.011 -1.970  0.000
H: -3.277 -1.095 -0.191  0.000
H: -4.535 -1.904 -1.123  0.000
H: 0.580 1.579 -4.537  0.000
H: 2.256 1.869 -4.067  0.000
H: 1.068 3.165 -3.937  0.000
H: -1.184 1.171 -2.824  0.000
H: -0.982 2.861 -2.388  0.000
H: -0.943 1.637 -1.131  0.003
H: 2.734 2.498 -1.539  0.000
H: 1.383 2.567 -0.409  0.001
H: 1.485 3.708 -1.754  0.000
C: -2.552 1.129 4.212  0.001
Si: -0.703 1.121 4.324  -0.001
C: -0.236 2.434 5.550  -0.002
C: 0.044 -0.399 5.069  0.001
As: 0.254 1.388 2.098  -0.019
Si: -0.939 3.400 1.524  -0.003
C: -2.573 2.747 0.901  0.000
C: -1.157 4.453 3.032  -0.002
C: -0.145 4.532 0.296  0.000
Si: 2.555 1.719 2.695  0.000
C: 3.082 0.105 3.456  0.000
C: 2.728 3.130 3.889  -0.001
C: 3.619 2.076 1.231  0.001
H: -2.932 0.382 4.919  0.000
H: -2.946 0.872 3.232  0.000
H: -2.932 2.108 4.515  0.000
H: -0.783 2.124 6.452  0.000
H: -0.546 3.448 5.308  0.000
H: 0.825 2.436 5.796  0.000
H: -0.636 -0.768 5.846  0.000
H: 0.989 -0.125 5.546  0.000
H: 0.234 -1.217 4.391  0.000
H: -3.393 3.182 1.480  0.000
H: -2.651 1.662 1.003  0.000
H: -2.724 3.008 -0.150  0.000
H: -1.891 4.055 3.734  0.000
H: -1.505 5.438 2.700  0.000
H: -0.212 4.599 3.559  0.000
H: -0.213 4.184 -0.731  0.000
H: 0.905 4.735 0.529  0.000
H: -0.694 5.478 0.373  0.000
H: 2.237 -0.530 3.719  0.000
H: 3.648 0.295 4.374  0.000
H: 3.725 -0.448 2.767  0.000
H: 2.763 2.780 4.922  0.000
H: 1.925 3.866 3.807  0.000
H: 3.674 3.642 3.675  0.000
H: 3.631 1.240 0.526  0.000
H: 4.637 2.209 1.617  0.000
H: 3.334 2.990 0.705  0.000

- ⟨S²⟩ = 2.030
- total energy (eV) = -176107.749
- multiplicity = 3
- HOMO level (spin up / spin down) (eV) = -11.5 / -11.5
- total charge = +1
- LUMO (spin up / spin down) (eV) = -4.194 / -3.566
- energy relative to the best compared isomer or geometry (same formula, charge and spin) (kcal per mole) = 0.0

=====

# 3
C29H56BClNO4P | ωB97M-V/def2-TZVPD

Each line ends with the Mulliken charge.
Cartesian coordinates (Å):
C: -2.286 -8.908 -1.223  -1.220
C: -1.457 -7.664 -0.907  -0.503
C: -1.977 -6.410 -1.617  -0.661
C: -1.358 -6.154 -3.002  -0.865
C: -0.535 -4.870 -3.071  -0.149
C: 0.082 -4.605 -4.445  -0.978
C: 0.396 -3.130 -4.682  -0.048
C: -0.830 -2.298 -5.052  -0.529
C: -0.498 -0.838 -5.370  -1.144
C: 0.263 -0.098 -4.265  -1.257
C: -0.394 -0.140 -2.878  -0.074
C: 0.601 -0.345 -1.741  0.543
C: -0.078 -0.559 -0.392  -0.927
C: 0.880 -0.611 0.807  -0.780
P: 1.480 1.012 1.443  1.207
C: 3.230 0.859 0.504  -0.928
C: 4.175 -0.087 1.260  -0.768
C: 4.723 -1.202 0.377  -0.410
O: 5.142 -2.304 1.164  -0.376
C: 4.792 -3.552 0.616  -0.683
C: -0.095 1.186 2.621  -1.715
C: 0.040 2.362 3.576  0.573
C: -0.786 3.589 3.223  -1.257
Cl: -0.408 1.886 5.279  -0.245
B: 1.275 2.742 0.572  -0.385
O: 1.778 3.806 1.314  -0.702
C: 0.639 3.005 -0.841  -0.341
C: -0.904 2.820 -0.901  -0.758
H: -1.806 -9.823 -0.869  0.364
H: -3.273 -8.844 -0.758  0.323
H: -2.437 -9.006 -2.304  0.307
H: -1.449 -7.504 0.175  0.327
H: -0.415 -7.837 -1.203  0.328
H: -3.064 -6.501 -1.725  0.355
H: -1.804 -5.535 -0.980  0.329
H: -0.714 -7.003 -3.270  0.338
H: -2.139 -6.101 -3.768  0.365
H: -1.174 -4.024 -2.785  0.268
H: 0.262 -4.921 -2.317  0.252
H: -0.606 -4.955 -5.227  0.370
H: 0.996 -5.198 -4.552  0.391
H: 0.856 -2.726 -3.770  -0.206
H: 1.139 -3.021 -5.482  0.374
H: -1.570 -2.350 -4.246  0.251
H: -1.312 -2.752 -5.927  0.460
H: -1.421 -0.299 -5.608  0.348
H: 0.116 -0.812 -6.278  0.394
H: 0.378 0.946 -4.575  0.511
H: 1.280 -0.503 -4.199  0.419
H: -0.941 0.796 -2.702  -0.104
H: -1.136 -0.945 -2.836  0.250
H: 1.212 -1.233 -1.964  0.177
H: 1.297 0.497 -1.704  -0.513
H: -0.857 0.196 -0.227  0.196
H: -0.604 -1.520 -0.437  0.630
H: 0.371 -1.093 1.643  0.742
H: 1.750 -1.228 0.555  0.027
H: 2.235 0.987 2.646  -0.023
H: 3.677 1.859 0.417  0.497
H: 3.079 0.501 -0.520  0.274
H: 3.661 -0.568 2.105  0.334
H: 5.012 0.471 1.688  0.376
H: 3.953 -1.530 -0.336  0.213
H: 5.579 -0.840 -0.209  0.330
H: 5.181 -4.324 1.279  0.254
H: 3.701 -3.664 0.541  0.247
H: 5.226 -3.692 -0.383  0.307
H: -1.046 1.234 2.073  0.408
H: -0.115 0.260 3.204  0.609
H: 1.091 2.650 3.679  0.244
H: -0.698 3.830 2.163  0.147
H: -1.836 3.401 3.464  0.456
H: -0.444 4.450 3.800  0.335
H: 2.721 3.985 1.238  0.331
H: 1.099 2.361 -1.600  0.444
H: 0.897 4.035 -1.113  0.538
H: -1.351 2.605 0.071  0.229
H: -1.184 1.988 -1.554  0.152
H: -1.379 3.719 -1.293  0.377
O: -3.464 10.835 5.773  -0.608
N: -3.614 10.022 4.884  1.010
O: -4.140 10.255 3.815  -0.606
C: -3.127 8.649 5.122  0.111
C: -2.547 8.353 6.341  -0.391
C: -2.094 7.061 6.557  -0.484
C: -2.224 6.099 5.564  -0.303
C: -2.808 6.425 4.347  -0.317
C: -3.269 7.711 4.116  -0.480
H: -2.456 9.119 7.095  0.453
H: -1.638 6.805 7.504  0.388
H: -1.868 5.091 5.739  0.476
H: -2.907 5.675 3.573  0.334
H: -3.728 7.990 3.180  0.448

- total energy (eV) = -63145.346
- HOMO level (eV) = -7.6
- LUMO (eV) = -0.318
- SMILES = CCCCCCCCCCCCCC[PH](CCCOC)(C[C@@H](C)Cl)B(O)CC.O=[N+]([O-])c1ccccc1

=====

# 4
C29H57Cl3LaN2O3PSi | ωB97M-V/def2-TZVPD

Each line ends with the Mulliken charge.
Cartesian coordinates (Å):
C: 4.283 -1.489 -2.662  -1.629
C: 4.308 -0.677 -1.392  0.425
H: 5.287 -1.848 -2.948  0.496
H: 3.869 -0.896 -3.505  0.119
H: 3.607 -2.349 -2.529  0.292
C: 5.151 0.347 -1.222  0.310
C: 6.115 0.795 -2.256  -1.638
H: 5.155 0.917 -0.295  0.485
H: 5.631 1.027 -3.221  0.254
H: 6.884 0.031 -2.453  0.381
H: 6.631 1.705 -1.917  0.397
La: -1.023 -0.081 -1.263  1.460
Cl: -0.691 -2.577 0.042  -0.683
Cl: -1.937 1.315 -3.409  -0.742
H: -6.515 -0.123 0.087  0.333
H: -6.597 -2.795 0.004  0.335
C: -5.844 -0.198 -0.780  -0.891
C: -5.915 -2.707 -0.849  -0.927
N: -5.142 -1.481 -0.739  0.277
H: -5.120 0.624 -0.762  0.147
C: -3.838 -1.505 -0.619  0.508
O: -3.180 -0.410 -0.531  -0.559
H: -5.214 -3.547 -0.853  0.283
H: -3.322 -2.480 -0.597  0.222
H: -6.444 -0.147 -1.695  0.361
H: -6.492 -2.696 -1.781  0.322
H: 2.242 1.027 -2.591  0.313
H: 3.733 3.698 -1.507  0.291
C: 1.823 1.975 -2.963  -1.017
C: 2.764 4.051 -1.894  -0.916
N: 1.774 2.971 -1.883  0.405
H: 0.813 1.796 -3.360  0.266
C: 0.836 2.896 -0.939  -0.405
O: 0.091 1.884 -0.790  0.476
H: 2.416 4.885 -1.274  0.282
H: 0.744 3.768 -0.273  0.074
H: 2.467 2.391 -3.746  0.370
H: 2.909 4.389 -2.928  0.367
O: 2.168 -0.855 -1.327  -0.604
C: 3.153 -0.977 -0.447  0.225
C: 3.025 1.236 0.883  0.708
C: 3.127 -0.157 0.866  0.396
H: 2.861 1.765 -0.062  0.247
C: 3.238 1.947 2.075  -0.864
H: 3.217 -2.052 -0.175  0.115
C: 3.351 -0.839 2.063  -0.960
H: 3.216 3.043 2.058  0.265
C: 3.534 1.262 3.251  -0.576
C: 3.587 -0.131 3.241  -0.741
H: 3.397 -1.929 2.023  0.333
H: 3.738 1.812 4.174  0.400
H: 3.845 -0.686 4.153  0.372
Si: -0.784 -2.696 -4.380  0.202
Cl: 0.435 -1.307 -3.157  0.024
C: -1.796 -1.516 -5.406  -0.743
C: -1.814 -3.728 -3.231  -0.882
C: 0.312 -3.718 -5.486  -1.021
H: -2.138 -0.644 -4.825  0.128
H: -2.661 -2.082 -5.777  0.339
H: -1.202 -1.152 -6.259  0.226
H: 0.872 -3.088 -6.187  0.291
H: -0.384 -4.351 -6.055  0.326
H: 1.003 -4.364 -4.921  0.308
H: -1.731 -3.472 -2.162  0.194
H: -1.504 -4.777 -3.367  0.390
H: -2.859 -3.625 -3.565  0.305
C: -2.892 -1.716 2.848  -1.468
C: -2.839 -0.192 3.031  0.739
C: -3.130 0.183 4.480  -1.644
P: -1.284 0.509 2.279  0.312
C: -1.426 2.369 2.106  1.187
C: -2.613 3.013 2.817  -1.780
C: -0.118 3.116 2.394  -1.327
C: 0.100 0.193 3.484  3.094
C: 0.001 0.903 4.842  -1.675
C: 0.332 -1.316 3.654  -1.457
H: -2.452 -2.238 3.708  0.394
H: -2.369 -2.050 1.941  0.064
H: -3.942 -2.027 2.774  0.467
H: -3.620 0.256 2.389  0.345
H: -2.499 -0.377 5.182  0.225
H: -3.034 1.253 4.689  0.247
H: -4.172 -0.094 4.694  0.485
H: -1.601 2.450 1.016  0.095
H: -2.451 3.100 3.900  0.245
H: -2.730 4.036 2.429  0.470
H: -3.553 2.483 2.631  0.372
H: 0.760 2.588 2.001  -0.220
H: -0.162 4.097 1.900  0.481
H: 0.031 3.296 3.466  0.293
H: 0.971 0.602 2.947  -2.167
H: -0.529 0.286 5.579  0.321
H: 1.019 1.058 5.223  0.329
H: -0.479 1.887 4.790  0.344
H: 0.313 -1.829 2.683  0.222
H: 1.319 -1.474 4.102  0.430
H: -0.417 -1.769 4.318  0.330

- total energy (eV) = -95719.794
- HOMO level (eV) = -6.3
- LUMO (eV) = 0.096
- energy relative to the best compared isomer or geometry (same formula, charge and spin) (kcal per mole) = 0.0

=====

no.,strongest force on any atom (eV Å⁻¹)
1,3.3
2,1.3
3,0.5
4,3.8